(1)
{"formula": "C28H29AsOP2S2W", "method": "ωB97M-V/def2-TZVPD", "homo_lumo_gap_ev": 5.8, "charge": 4, "de_lowest_ev": 0.202, "total_energy_ha": -4940.0617, "lumo_ev": -14.07, "max_force_ev_per_a": 1.1, "elements": ["H", "H", "H", "H", "S", "W", "H", "H", "C", "C", "C", "H", "C", "O", "H", "C", "C", "P", "H", "H", "C", "H", "C", "C", "C", "As", "C", "P", "H", "C", "C", "H", "C", "H", "C", "H", "H", "H", "H", "H", "C", "C", "H", "H", "H", "H", "C", "C", "H", "H", "C", "H", "C", "C", "C", "C", "S", "H", "C", "C", "C", "H", "C", "H"], "positions_angstrom": [[-0.580, 2.117, -2.458], [0.538, -2.546, -4.587], [2.176, 3.472, 3.461], [3.231, 0.036, -2.587], [2.532, -0.698, 0.072], [0.669, -0.836, 1.231], [-2.849, 1.678, -0.070], [1.975, -3.858, 2.603], [-5.654, 0.092, 0.959], [-1.369, -1.142, -2.178], [2.225, 3.461, 2.381], [-1.425, -1.896, -5.940], [-0.266, 0.414, 0.171], [0.723, -1.012, 3.105], [3.124, 5.407, 2.258], [-0.268, -1.772, -2.767], [2.473, -1.008, 5.495], [-1.482, -0.797, -0.458], [2.810, -4.157, 4.129], [3.435, -2.892, 3.053], [-1.406, -1.670, -4.882], [3.208, -0.463, 4.904], [-3.066, -0.470, 0.205], [-3.913, -1.521, 0.583], [-5.209, -1.228, 0.964], [1.441, -2.141, 4.368], [2.831, 4.574, 0.310], [1.225, 1.022, -0.623], [1.308, 1.541, 2.202], [1.815, 2.404, 0.262], [-3.507, 0.863, 0.207], [0.329, -3.611, 5.966], [1.313, 1.040, -2.371], [2.989, -1.669, 6.199], [2.760, 4.557, 1.696], [-3.365, -0.788, -4.887], [-5.877, -2.026, 1.258], [-5.170, 2.153, 0.586], [2.429, 3.501, -1.505], [-3.360, -0.320, -2.474], [2.529, -3.379, 3.411], [0.265, 1.725, -3.013], [0.588, -2.089, -2.179], [3.251, 5.429, -0.202], [-6.672, 0.310, 1.255], [1.491, 1.598, -6.159], [-2.495, -0.779, -2.934], [-4.810, 1.133, 0.581], [1.821, -0.328, 6.041], [-0.637, -3.531, 4.469], [2.465, 0.754, -4.447], [-0.446, 2.459, -4.890], [1.748, 2.388, 1.663], [2.415, 0.548, -3.081], [-0.294, -2.035, -4.121], [0.340, 1.920, -4.379], [-0.624, -2.530, 0.552], [-3.583, -2.553, 0.562], [-0.071, -2.947, 5.193], [2.366, 3.494, -0.424], [1.435, 1.434, -5.090], [3.315, 0.395, -5.013], [-2.498, -1.047, -4.294], [-0.690, -2.180, 5.657]], "nbo_charge": [0.2358, 0.2590, 0.2555, 0.2379, 0.0140, 1.2270, 0.2334, 0.2700, -0.0948, -0.4309, -0.1683, 0.2665, -1.0146, -0.9684, 0.2698, -0.2038, -0.9710, 1.4969, 0.3195, 0.2841, -0.1006, 0.2833, -0.4429, -0.1825, -0.1669, 1.9189, -0.1746, 1.5189, 0.1792, -0.4461, -0.1831, 0.3087, -0.4190, 0.3083, -0.0850, 0.2699, 0.2660, 0.2657, 0.2490, 0.2501, -1.0051, -0.1911, 0.2201, 0.2730, 0.2679, 0.2686, -0.1575, -0.1806, 0.2976, 0.2825, -0.1831, 0.2659, -0.1943, -0.1681, -0.1775, -0.1762, 0.0068, 0.2344, -0.9716, -0.1320, -0.0971, 0.2704, -0.1858, 0.2985]}

---

(2)
{"formula": "C28H29BCrN6OSi", "method": "ωB97M-V/def2-TZVPD", "homo_lumo_gap_ev": [5.1, 2.6], "multiplicity": 5, "charge": 2, "total_energy_ha": -2846.3255, "lumo_ev": [-8.30, -10.84], "max_force_ev_per_a": 12.5, "elements": ["H", "C", "C", "C", "H", "C", "C", "C", "C", "H", "Si", "H", "H", "H", "Cr", "C", "C", "C", "H", "C", "H", "N", "H", "C", "H", "N", "H", "C", "H", "N", "H", "C", "H", "C", "C", "H", "H", "N", "C", "H", "H", "H", "C", "C", "H", "N", "H", "H", "C", "C", "H", "C", "H", "N", "C", "C", "C", "H", "C", "H", "C", "B", "H", "H", "C", "H", "O"], "positions_angstrom": [[0.405, -0.608, 1.268], [-3.852, 4.249, 3.925], [-1.817, -0.576, -4.453], [1.526, -0.666, 4.886], [0.086, 3.268, -3.828], [-2.806, 5.170, 4.009], [0.632, 0.872, 3.250], [-1.332, 3.575, 2.957], [1.700, 0.416, 4.027], [-5.369, -1.088, 5.300], [-2.057, 0.873, 2.196], [-1.718, -1.381, 4.259], [-0.822, -1.548, -0.292], [2.668, 0.895, 3.952], [0.000, 0.000, 0.000], [-5.034, -1.069, 4.269], [2.580, -1.473, -1.238], [-2.829, -1.395, -2.666], [-6.470, -2.516, 3.600], [-2.372, 2.624, 2.864], [2.508, -0.809, -4.462], [-0.088, 1.720, -1.000], [-3.505, -1.879, -1.957], [-3.514, -0.214, 2.570], [-0.355, 4.941, -1.654], [1.485, -0.705, -1.390], [2.356, -1.022, 5.483], [-0.788, -0.846, 4.182], [-4.825, 4.512, 4.313], [-1.695, -0.835, -2.226], [-0.879, -1.787, 1.500], [-0.227, -1.587, 0.640], [-0.732, 5.543, 3.585], [-1.551, 4.834, 3.518], [-3.974, -0.245, 3.901], [0.568, -2.338, 0.529], [-0.426, 3.176, 0.494], [-1.078, -0.332, -3.329], [-0.279, 2.984, -0.567], [0.830, 1.679, 2.569], [0.520, 0.874, -4.368], [4.112, -2.234, -2.695], [-0.239, 3.859, -1.664], [-5.206, -1.844, 1.981], [-3.499, 0.363, 4.663], [0.075, 1.749, -2.351], [-3.767, -1.624, -4.710], [-3.791, -1.009, 0.583], [-2.963, -1.263, -4.070], [-0.638, 0.257, 3.315], [-5.685, -2.472, 1.246], [2.417, -0.956, -3.387], [-0.339, 3.375, 2.621], [1.390, -0.388, -2.704], [0.284, -1.297, 4.962], [-5.650, -1.871, 3.311], [-0.014, 3.036, -2.769], [-2.967, 6.144, 4.455], [3.207, -1.667, -2.484], [-4.468, 2.297, 3.319], [-4.137, -1.015, 1.608], [0.230, 0.474, -3.260], [-1.467, -0.246, -5.432], [2.865, -1.831, -0.248], [-3.638, 2.986, 3.357], [0.156, -2.147, 5.620], [-1.419, 0.871, 0.692]], "nbo_charge": [0.2801, -0.1948, 0.0711, -0.1920, 0.2478, -0.1830, -0.2660, -0.2303, -0.1899, 0.2339, 1.8854, 0.2330, 0.3297, 0.2320, 1.1968, -0.1871, 0.0120, 0.0051, 0.2345, -0.4438, 0.2527, -0.3728, 0.2600, -0.4833, 0.2708, -0.4066, 0.2385, -0.2559, 0.2293, -0.2242, 0.3128, -0.7950, 0.2235, -0.1945, -0.2124, 0.2922, 0.2494, -0.2185, 0.0611, 0.2057, 0.0079, 0.2723, -0.3099, -0.2096, 0.2291, -0.3050, 0.2785, 0.1803, 0.0102, -0.4224, 0.2189, 0.0371, 0.1849, -0.3098, -0.1527, -0.1815, 0.0471, 0.2316, -0.3050, 0.2212, -0.2208, 0.5088, 0.2792, 0.2339, -0.2130, 0.2339, -1.0526]}